# 1
A cluster of 2 separate species, CH3N2O3S in total at a distorted geometry, computed with the ωB97M-V functional and the def2-TZVPD basis.

- M: 123.113 g/mol
- Energy relative to the best compared isomer or geometry (same formula, charge and spin): 46.6 kcal per mole
- E_tot: -773.317512 Eh
- Total charge: -1
- LUMO level: 0.15591 hartree
- HOMO-LUMO gap: 7.14 eV

The geometry in XYZ format:
```
10
CH3N2O3S the ωB97M-V functional and the def2-TZVPD basis
C -0.28 -0.61 -0.30
N 2.05 -1.31 -1.96
N 2.02 -1.02 -0.87
O -1.02 0.36 1.93
O 0.35 1.65 0.46
O -2.08 1.49 0.07
S -0.94 0.74 0.58
H -0.81 -1.03 -1.11
H -0.22 -1.21 0.68
H 0.92 0.93 0.51
```

natural (NBO) atomic charge list, values in e, 5 entries:
1 C -1.195
2 N -0.105
3 N 0.000
4 O -1.025
5 O -0.903

=====

# 2
A cluster of 2 separate species, CH3N2O3S in total at a distorted geometry, computed with the ωB97M-V functional and the def2-TZVPD basis.

- M: 123.113 g/mol
- Energy relative to the best compared isomer or geometry (same formula, charge and spin): 13.1 kcal per mole
- E_tot: -773.264652 Eh
- Total charge: -1
- LUMO level (alpha / beta): 0.13911 / 0.11874 hartree
- HOMO-LUMO gap (alpha / beta): 5.16 / 8.19 eV
- Multiplicity: 3

The geometry in XYZ format:
```
10
CH3N2O3S the ωB97M-V functional and the def2-TZVPD basis
C -1.03 -0.43 0.24
N 1.00 -1.40 -0.74
N 0.17 -0.37 -0.25
O -0.46 2.62 -0.67
O -1.70 -1.47 0.21
O 0.43 2.14 1.58
S -0.77 2.30 0.75
H 0.25 -1.97 -1.15
H 1.40 -1.96 0.07
H 0.70 0.54 -0.04
```

natural (NBO) atomic charge list, values in e, 5 entries:
1 C 0.605
2 N -0.640
3 N -0.518
4 O -1.014
5 O -0.634

=====

# 3
A cluster of 2 separate species, CH3N2OS in total at a distorted geometry, computed with the ωB97M-V functional and the def2-TZVPD basis.

- M: 91.115 g/mol
- Energy relative to the best compared isomer or geometry (same formula, charge and spin): 50.0 kcal per mole
- E_tot: -622.714240 Eh
- Total charge: -1
- LUMO level (alpha / beta): 0.11112 / 0.11870 hartree
- HOMO-LUMO gap (alpha / beta): 6.76 / 6.99 eV

The geometry in XYZ format:
```
8
CH3N2OS the ωB97M-V functional and the def2-TZVPD basis
C -0.18 0.03 -0.17
N -0.63 -1.20 -0.73
N -1.47 -1.92 -0.16
O -1.98 -1.67 0.91
S -2.21 -4.11 -1.31
H -0.87 0.30 0.81
H 0.87 -0.02 0.15
H -0.26 0.89 -0.91
```

natural (NBO) atomic charge list, values in e, 5 entries:
1 C -0.475
2 N -0.364
3 N 0.307
4 O -0.506
5 S -0.520